[1]
{
  "formula": "C33H45N5O2Sr",
  "method": "ωB97M-V with the def2-TZVPD basis set",
  "species": ["Sr", "C", "C", "C", "C", "C", "C", "C", "C", "C", "C", "C", "C", "N", "C", "O", "C", "C", "C", "C", "C", "N", "C", "O", "N", "C", "C", "C", "C", "C", "C", "C", "C", "C", "C", "C", "C", "H", "H", "H", "H", "H", "H", "H", "H", "H", "H", "H", "H", "H", "H", "H", "H", "H", "H", "H", "H", "H", "H", "H", "H", "H", "H", "H", "H", "H", "H", "H", "H", "H", "H", "H", "H", "H", "N", "C", "C", "N", "H", "H", "H", "H", "H", "H", "H", "H"],
  "positions_angstrom": [[0.035728, 0.601680, 0.115320], [-1.526470, -2.706779, 4.517351], [-0.574158, -1.795545, 3.741566], [0.878366, -2.224579, 3.958082], [-0.791618, -0.339719, 4.107478], [-0.431347, 0.094808, 5.376890], [-0.626373, 1.406573, 5.770050], [-1.200313, 2.294460, 4.878673], [-1.583815, 1.901623, 3.598038], [-2.204614, 2.974584, 2.714033], [-3.438045, 2.565968, 1.907624], [-1.151865, 3.634106, 1.819718], [-1.370277, 0.570520, 3.200643], [-1.655687, 0.153006, 1.874848], [-2.719751, -0.642666, 1.733592], [-3.542737, -0.979982, 2.586877], [-2.858724, -1.223397, 0.328217], [-3.759718, -2.250529, 0.094697], [-3.789773, -2.818548, -1.174681], [-2.921021, -2.348422, -2.154334], [-2.054628, -1.321014, -1.818069], [-2.018427, -0.785409, -0.602691], [-1.017462, -0.842599, -2.829959], [-1.122413, -1.216961, -4.000074], [-0.076277, -0.070294, -2.284200], [1.032360, 0.325847, -3.066414], [1.173841, 1.684944, -3.409670], [2.370089, 2.121777, -3.971455], [3.410019, 1.244081, -4.229713], [3.239906, -0.100064, -3.950950], [2.067592, -0.582321, -3.376489], [1.916502, -2.074290, -3.146788], [3.141386, -2.712336, -2.486857], [1.622499, -2.786484, -4.471340], [0.031494, 2.686451, -3.314604], [-0.528778, 2.944198, -1.912552], [-1.114528, 2.345219, -4.269977], [-1.400697, -3.746635, 4.205635], [-2.559826, -2.410461, 4.344988], [-1.322788, -2.653634, 5.589983], [-0.801707, -1.903901, 2.679129], [1.143935, -2.219605, 5.016886], [1.576364, -1.548725, 3.455982], [1.045536, -3.240522, 3.590045], [-0.002130, -0.611912, 6.078162], [-0.348717, 1.730222, 6.764910], [-1.376862, 3.321309, 5.180794], [-2.534391, 3.749854, 3.412345], [-3.169909, 2.032601, 0.995762], [-4.001037, 3.457152, 1.620849], [-4.093305, 1.911848, 2.483021], [-0.810470, 2.933480, 1.050394], [-0.279875, 3.951139, 2.393725], [-1.555325, 4.496851, 1.286028], [-4.398154, -2.567625, 0.906216], [-4.474025, -3.628575, -1.394038], [-2.883303, -2.742876, -3.159364], [2.471554, 3.168875, -4.235540], [4.331436, 1.600948, -4.671449], [4.035865, -0.794668, -4.193448], [1.053614, -2.222889, -2.492454], [3.995223, -2.728540, -3.166611], [2.928448, -3.749238, -2.218361], [3.464075, -2.185229, -1.586073], [2.474068, -2.679015, -5.148954], [0.736958, -2.369014, -4.943899], [1.460812, -3.854298, -4.304289], [0.461797, 3.634206, -3.652528], [-1.259350, 2.168907, -1.654291], [-1.084099, 3.883569, -1.885380], [0.260396, 3.015163, -1.153614], [-1.701151, 1.504340, -3.899176], [-0.742462, 2.066736, -5.255216], [-1.781600, 3.203184, -4.380065], [1.696879, -1.469841, 0.583565], [3.077583, -1.066151, 0.882272], [3.447455, 0.183053, 0.103895], [2.626450, 1.324634, 0.555408], [1.341509, -2.113991, 1.282272], [1.660746, -1.954440, -0.310127], [3.800415, -1.858974, 0.667798], [3.144696, -0.858903, 1.953303], [3.251168, 0.033088, -0.961813], [4.518768, 0.377849, 0.210794], [2.866282, 2.144619, 0.005099], [2.868184, 1.558129, 1.514547]],
  "forces_ev_per_angstrom": [[-0.2, -0.1, 0.0], [0.0, 0.0, 0.0], [0.0, 0.0, 0.0], [0.1, 0.0, 0.0], [0.0, 0.0, 0.0], [0.0, 0.0, 0.0], [0.0, 0.0, 0.0], [0.0, 0.0, 0.0], [0.0, 0.0, 0.0], [0.0, 0.0, 0.0], [0.0, 0.0, 0.0], [0.0, -0.1, 0.0], [0.0, 0.0, 0.0], [0.0, 0.1, 0.2], [0.0, -0.1, -0.3], [0.0, 0.0, 0.0], [0.0, -0.1, 0.5], [0.0, 0.0, -0.3], [0.1, 0.1, 0.0], [-0.2, 0.1, 0.2], [0.3, -0.1, -0.4], [0.0, 0.1, 0.0], [-0.1, -0.1, 0.1], [0.0, 0.0, 0.0], [0.1, 0.0, -0.2], [0.0, 0.0, 0.1], [0.0, -0.1, 0.0], [0.0, 0.0, 0.0], [0.0, 0.0, 0.0], [0.0, -0.1, 0.0], [0.0, 0.1, 0.0], [0.0, 0.0, 0.0], [0.1, 0.0, 0.0], [0.0, 0.0, 0.0], [0.1, 0.1, 0.0], [-0.2, -0.1, 0.0], [-0.1, -0.1, 0.0], [0.0, 0.0, 0.0], [0.0, 0.0, 0.0], [0.0, 0.0, 0.0], [0.0, 0.0, 0.0], [0.0, 0.0, 0.0], [0.0, 0.0, 0.0], [0.0, 0.0, 0.0], [0.0, 0.0, 0.0], [0.0, 0.0, 0.0], [0.0, 0.0, 0.0], [0.0, 0.0, 0.0], [0.0, 0.0, 0.0], [0.0, 0.0, 0.0], [0.0, 0.0, 0.0], [0.0, 0.0, 0.0], [0.0, 0.0, 0.0], [0.0, 0.0, 0.0], [0.0, 0.0, 0.0], [0.0, 0.0, 0.0], [0.0, 0.0, 0.0], [0.0, 0.0, 0.0], [0.0, 0.0, 0.0], [0.0, 0.0, 0.0], [0.0, 0.0, 0.0], [0.0, 0.0, 0.0], [0.0, 0.0, 0.0], [0.0, 0.0, 0.0], [0.0, 0.0, 0.0], [0.0, 0.0, 0.0], [0.0, 0.0, 0.0], [0.0, 0.0, 0.0], [0.1, 0.0, 0.1], [0.1, 0.1, 0.0], [0.0, 0.1, 0.0], [0.0, 0.0, 0.0], [0.0, 0.1, 0.0], [0.0, 0.0, 0.0], [-0.1, 0.0, -0.1], [0.0, 0.0, 0.0], [0.0, 0.0, 0.0], [0.1, 0.2, 0.0], [0.1, 0.0, 0.0], [0.0, 0.0, 0.0], [0.0, 0.0, 0.0], [0.0, 0.0, 0.0], [0.0, 0.0, 0.0], [0.0, 0.0, 0.0], [0.0, 0.0, 0.0], [0.0, 0.0, 0.0]],
  "mulliken_charge": [1.273, -1.742, 1.198, -1.824, 0.691, -0.387, -1.501, -0.957, 0.396, 0.561, -1.668, -1.456, -0.262, 1.673, -1.165, -0.761, 0.277, -0.831, -0.530, -1.188, 0.251, 0.759, -1.207, -0.728, 2.104, -0.229, 0.618, -1.395, -1.535, -0.317, 0.950, 0.610, -1.716, -1.805, 0.412, -0.866, -1.553, 0.436, 0.379, 0.342, -0.066, 0.424, 0.342, 0.443, 0.341, 0.363, 0.396, 0.619, 0.124, 0.520, 0.372, 0.238, 0.397, 0.449, 0.545, 0.408, 0.540, 0.386, 0.393, 0.323, 0.181, 0.448, 0.384, 0.365, 0.356, 0.376, 0.446, 0.677, 0.043, 0.532, 0.196, 0.258, 0.374, 0.450, -0.293, -0.862, 0.206, -0.416, 0.184, -0.104, 0.338, 0.448, -0.348, 0.467, 0.207, 0.222],
  "fmax_ev_per_a": 0.5,
  "total_energy_ha": -1739.6337,
  "homo_lumo_gap_ev": 7.90,
  "lumo_energy_ev": -0.12,
  "relative_energy_kj_mol": 0.0
}


[2]
{
  "formula": "C4H13N4O",
  "method": "ωB97M-V with the def2-TZVPD basis set",
  "species": ["C", "C", "O", "N", "H", "H", "H", "H", "H", "C", "C", "N", "N", "N", "H", "H", "H", "H", "H", "H", "H", "H"],
  "positions_angstrom": [[2.199728, 0.451497, 0.208572], [1.444011, -0.417528, 1.299002], [0.859872, -1.422985, 0.956120], [1.213069, -0.001094, 2.668614], [2.242174, -0.193694, -0.576839], [3.220320, 0.890538, 0.444551], [0.930076, -0.763611, 3.328983], [1.693306, 0.673667, 3.105415], [1.647770, 1.403457, -0.124071], [-1.625640, 1.612498, 0.222460], [-1.018598, -0.065596, -1.320557], [-0.998501, 1.309903, -1.104677], [-1.852763, -1.044822, -0.813643], [-0.110951, -0.593951, -2.186203], [-1.481391, 1.918056, -1.849176], [-2.570175, -0.878347, -0.039259], [-1.485324, -2.023558, -1.084969], [-0.130307, -1.522845, -2.600488], [0.597301, -0.092763, -2.601317], [-2.760661, 1.419277, 0.298991], [-1.258832, 2.509751, 0.682189], [-1.276228, 0.868477, 0.961534]],
  "forces_ev_per_angstrom": [[-0.1, 2.8, 1.9], [0.3, 4.1, 4.1], [0.0, -1.2, -0.8], [-2.0, -5.3, -4.3], [0.5, -1.6, -2.4], [-1.1, -1.2, 0.5], [0.1, 0.8, -0.9], [2.9, 3.3, 1.4], [0.0, -1.6, 0.9], [-1.2, -1.9, 1.0], [-0.4, -2.2, -1.8], [-2.0, -0.3, 0.6], [1.4, 0.7, 0.4], [-1.7, -0.6, 1.1], [1.3, -1.5, 0.9], [1.4, -0.5, -1.8], [-1.5, 2.0, 1.2], [-0.7, 0.1, 0.5], [1.5, 2.1, -0.9], [1.6, 1.1, -0.6], [-0.4, 0.9, -0.5], [0.3, 0.0, -0.4]],
  "lowdin_spin": [0.075, 0.081, 0.683, 0.138, -0.001, 0.007, 0.001, 0.006, 0.004, 0.000, 0.001, 0.000, -0.001, 0.005, 0.000, 0.000, 0.000, 0.000, 0.000, 0.000, 0.000, 0.000],
  "fmax_ev_per_a": 7.2,
  "total_energy_ha": -453.7373,
  "homo_lumo_gap_ev": [10.50, 5.57],
  "lumo_energy_ev": [-8.09, -13.01],
  "s_squared": 0.758,
  "total_charge": 2,
  "multiplicity": 2,
  "relative_energy_kj_mol": 249.2
}


[3]
{
  "formula": "C12H11BN2O3",
  "method": "ωB97M-V with the def2-TZVPD basis set",
  "species": ["O", "B", "O", "C", "C", "C", "C", "C", "N", "N", "C", "C", "C", "C", "C", "C", "O", "C", "H", "H", "H", "H", "H", "H", "H", "H", "H", "H", "H"],
  "positions_angstrom": [[-4.756606, -1.957234, 0.872859], [-3.650304, -1.709420, 1.623389], [-3.733826, -1.141713, 2.904028], [-2.237740, -2.121628, 1.072181], [-1.924252, -3.320873, 0.445520], [-0.713712, -3.448304, -0.196242], [0.239861, -2.445472, -0.045456], [-0.023848, -1.265645, 0.621796], [0.828998, -0.133829, 0.503921], [0.864211, 0.399073, -0.604380], [1.515438, 1.599758, -0.870679], [0.803423, 2.662881, -1.423542], [1.463979, 3.820971, -1.771916], [2.853267, 3.909864, -1.633231], [3.571526, 2.934633, -1.002346], [2.911542, 1.745842, -0.606382], [3.649095, 0.707863, -0.107089], [-1.277397, -1.131130, 1.215444], [-5.492244, -1.532677, 1.356920], [-3.016975, -1.431196, 3.521579], [-2.677235, -4.052574, 0.353857], [-0.478544, -4.324528, -0.784833], [1.135406, -2.481055, -0.663492], [-0.222203, 2.536692, -1.635214], [0.881979, 4.627242, -2.175807], [3.345915, 4.799390, -2.040929], [4.629990, 2.992193, -0.778564], [3.040261, -0.019331, 0.140317], [-1.530002, -0.219792, 1.708290]],
  "forces_ev_per_angstrom": [[-0.5, 1.0, 0.8], [0.9, -0.8, 1.0], [0.2, -0.7, 0.0], [-0.2, 0.3, 0.8], [0.1, 0.9, -0.5], [0.6, -0.1, 0.7], [0.5, 0.2, -1.3], [-0.9, -0.6, -0.9], [1.2, 1.1, 1.2], [-2.2, -1.3, -1.1], [2.3, 0.7, 1.2], [1.1, -0.4, 0.1], [0.2, -0.3, 0.0], [-0.5, 1.2, -0.3], [-0.1, -1.8, 0.6], [-0.6, 0.2, -0.5], [-0.6, 0.1, 0.1], [0.8, 0.0, -0.3], [0.0, -0.5, -0.5], [-0.8, 0.6, -1.1], [-0.7, -0.9, -0.2], [0.0, 0.0, 0.0], [0.1, -0.2, 0.3], [-1.1, -0.1, 0.0], [0.0, 0.3, -0.3], [-0.1, -0.3, 0.4], [0.0, 0.1, -0.3], [0.5, 0.6, 0.0], [-0.1, 0.6, 0.2]],
  "mulliken_charge": [-0.485, 0.566, -0.615, 0.165, -0.954, -0.506, -0.197, 0.367, -0.432, -0.154, 0.566, -0.573, -0.580, -0.412, -0.645, 0.573, -0.591, -0.310, 0.309, 0.335, 0.424, 0.396, 0.326, 0.463, 0.365, 0.338, 0.403, 0.379, 0.480],
  "fmax_ev_per_a": 2.8,
  "total_energy_ha": -824.0139,
  "smiles": "OB(O)c1cccc(/N=N/c2ccccc2O)c1",
  "homo_lumo_gap_ev": 8.43,
  "lumo_energy_ev": 0.00,
  "relative_energy_kj_mol": 41.3
}


What did the third record say?
{
  "formula": "C12H11BN2O3",
  "method": "ωB97M-V with the def2-TZVPD basis set",
  "species": ["O", "B", "O", "C", "C", "C", "C", "C", "N", "N", "C", "C", "C", "C", "C", "C", "O", "C", "H", "H", "H", "H", "H", "H", "H", "H", "H", "H", "H"],
  "positions_angstrom": [[-4.756606, -1.957234, 0.872859], [-3.650304, -1.709420, 1.623389], [-3.733826, -1.141713, 2.904028], [-2.237740, -2.121628, 1.072181], [-1.924252, -3.320873, 0.445520], [-0.713712, -3.448304, -0.196242], [0.239861, -2.445472, -0.045456], [-0.023848, -1.265645, 0.621796], [0.828998, -0.133829, 0.503921], [0.864211, 0.399073, -0.604380], [1.515438, 1.599758, -0.870679], [0.803423, 2.662881, -1.423542], [1.463979, 3.820971, -1.771916], [2.853267, 3.909864, -1.633231], [3.571526, 2.934633, -1.002346], [2.911542, 1.745842, -0.606382], [3.649095, 0.707863, -0.107089], [-1.277397, -1.131130, 1.215444], [-5.492244, -1.532677, 1.356920], [-3.016975, -1.431196, 3.521579], [-2.677235, -4.052574, 0.353857], [-0.478544, -4.324528, -0.784833], [1.135406, -2.481055, -0.663492], [-0.222203, 2.536692, -1.635214], [0.881979, 4.627242, -2.175807], [3.345915, 4.799390, -2.040929], [4.629990, 2.992193, -0.778564], [3.040261, -0.019331, 0.140317], [-1.530002, -0.219792, 1.708290]],
  "forces_ev_per_angstrom": [[-0.5, 1.0, 0.8], [0.9, -0.8, 1.0], [0.2, -0.7, 0.0], [-0.2, 0.3, 0.8], [0.1, 0.9, -0.5], [0.6, -0.1, 0.7], [0.5, 0.2, -1.3], [-0.9, -0.6, -0.9], [1.2, 1.1, 1.2], [-2.2, -1.3, -1.1], [2.3, 0.7, 1.2], [1.1, -0.4, 0.1], [0.2, -0.3, 0.0], [-0.5, 1.2, -0.3], [-0.1, -1.8, 0.6], [-0.6, 0.2, -0.5], [-0.6, 0.1, 0.1], [0.8, 0.0, -0.3], [0.0, -0.5, -0.5], [-0.8, 0.6, -1.1], [-0.7, -0.9, -0.2], [0.0, 0.0, 0.0], [0.1, -0.2, 0.3], [-1.1, -0.1, 0.0], [0.0, 0.3, -0.3], [-0.1, -0.3, 0.4], [0.0, 0.1, -0.3], [0.5, 0.6, 0.0], [-0.1, 0.6, 0.2]],
  "mulliken_charge": [-0.485, 0.566, -0.615, 0.165, -0.954, -0.506, -0.197, 0.367, -0.432, -0.154, 0.566, -0.573, -0.580, -0.412, -0.645, 0.573, -0.591, -0.310, 0.309, 0.335, 0.424, 0.396, 0.326, 0.463, 0.365, 0.338, 0.403, 0.379, 0.480],
  "fmax_ev_per_a": 2.8,
  "total_energy_ha": -824.0139,
  "smiles": "OB(O)c1cccc(/N=N/c2ccccc2O)c1",
  "homo_lumo_gap_ev": 8.43,
  "lumo_energy_ev": 0.00,
  "relative_energy_kj_mol": 41.3
}